Formula: C6H10
Source: the Open Molecules 2025 dataset
Level of theory: ωB97M-V/def2-TZVPD

Properties
SMILES string = C#CCC(C)C
energy = -234.527230 a.u.
ΔE to the lowest compared entry with this formula, charge and spin = 47.2 kcal per mole

The geometry in ORCA input format:
```
! wB97M-V def2-TZVPD RIJCOSX def2/J DEFGRID3
* xyz 0 1
C -1.00639 -1.40486 0.59997
C 1.72387 0.51281 0.37674
C -0.61653 0.10857 -1.35773
C 2.69780 0.80161 -0.27083
C -0.78650 0.05530 0.16520
C 0.39750 0.68847 0.96587
H -1.17172 -1.49230 1.67992
H -0.51442 1.13393 -1.72664
H -0.14225 -2.02916 0.33961
H 0.29491 0.43040 2.02498
H -1.69562 0.61443 0.42712
H 3.38849 1.43104 -0.77817
H -1.88277 -1.83892 0.09991
H -1.48374 -0.34421 -1.85646
H 0.52485 1.78396 0.98077
H 0.27251 -0.45106 -1.67026
*
```